Entry from the OMol25 dataset: a structure of composition C64H160AsF12N12O23S6 in a non-equilibrium geometry (ωB97M-V with the def2-TZVPD basis set).

Calculated values
gap between HOMO and LUMO = 9.403 eV
maximum force = 4.396 eV/Å
E_HOMO = -13.8 eV
net charge = +3
DFT total energy = -292365.883 eV

Last column: Mulliken charge in e.
Atoms and positions in Å:
C1 -2.733 -31.217 -10.486  -1.346
C2 -2.657 -31.874 -9.093  -0.233
N1 -3.520 -33.115 -9.061  1.319
C3 -4.868 -32.911 -9.802  -1.042
C4 -2.867 -34.153 -9.904  -0.753
C5 -3.480 -35.586 -10.162  -1.276
C6 -3.802 -33.560 -7.703  0.027
C7 -2.731 -34.128 -6.827  -1.341
O1 -2.398 -35.444 -7.346  -0.223
C8 -1.369 -36.050 -6.695  -0.863
H1 -3.548 -30.515 -10.488  0.022
H2 -2.821 -31.885 -11.318  0.565
H3 -1.727 -30.721 -10.602  0.127
H4 -3.088 -31.188 -8.399  -0.001
H5 -1.667 -32.116 -8.823  0.816
H6 -4.681 -32.569 -10.802  0.417
H7 -5.426 -32.154 -9.238  -0.297
H8 -5.435 -33.812 -9.738  0.708
H9 -1.880 -34.336 -9.485  0.555
H10 -2.591 -33.719 -10.865  0.735
H11 -4.557 -35.576 -10.462  0.244
H12 -3.427 -36.116 -9.241  0.311
H13 -2.836 -36.154 -10.816  0.427
H14 -4.570 -34.328 -7.741  0.487
H15 -4.299 -32.768 -7.143  -0.320
H16 -3.114 -34.068 -5.804  0.677
H17 -1.847 -33.428 -6.839  0.317
H18 -1.349 -37.157 -6.939  0.250
H19 -1.309 -35.919 -5.621  0.316
H20 -0.370 -35.607 -7.057  0.313
C9 -7.049 -29.089 -4.621  0.096
C10 -8.076 -28.077 -4.921  -0.219
N2 -9.498 -28.623 -5.199  1.391
C11 -9.368 -29.662 -6.319  -0.802
C12 -9.894 -29.295 -3.937  -0.639
C13 -11.267 -29.983 -3.935  -1.517
C14 -10.465 -27.609 -5.710  -0.042
C15 -10.401 -26.263 -5.045  -1.490
O2 -10.407 -26.480 -3.650  -0.206
C16 -10.784 -25.341 -2.941  -0.799
H21 -6.146 -28.510 -4.787  -0.200
H22 -6.913 -29.923 -5.322  -0.692
H23 -7.159 -29.474 -3.627  0.445
H24 -7.791 -27.568 -5.823  -0.149
H25 -8.183 -27.281 -4.161  0.433
H26 -8.841 -30.629 -6.082  0.008
H27 -8.760 -29.243 -7.163  -0.674
H28 -10.345 -29.711 -6.778  0.946
H29 -9.785 -28.524 -3.160  0.555
H30 -9.191 -30.050 -3.797  0.406
H31 -11.387 -30.503 -2.957  0.396
H32 -11.317 -30.713 -4.744  0.158
H33 -11.981 -29.234 -4.119  0.458
H34 -11.485 -28.067 -5.706  0.730
H35 -10.228 -27.452 -6.748  -0.177
H36 -11.324 -25.663 -5.284  0.897
H37 -9.512 -25.671 -5.335  0.015
H38 -11.723 -24.937 -3.296  0.361
H39 -9.954 -24.661 -3.067  0.166
H40 -10.894 -25.671 -1.917  0.261
C17 -6.353 -20.912 -7.615  -1.385
C18 -7.507 -21.458 -6.731  -0.069
N3 -8.704 -22.037 -7.449  0.573
C19 -9.342 -21.028 -8.323  -0.863
C20 -8.389 -23.197 -8.371  -1.121
C21 -7.462 -24.274 -7.796  0.730
C22 -9.562 -22.510 -6.338  0.402
C23 -11.023 -22.610 -6.739  -1.332
O3 -11.252 -23.579 -7.752  0.010
C24 -12.583 -23.571 -8.289  -0.885
H41 -6.671 -20.019 -8.207  0.345
H42 -5.848 -21.689 -8.177  0.258
H43 -5.671 -20.549 -6.872  0.510
H44 -7.838 -20.596 -6.125  0.489
H45 -7.203 -22.270 -6.107  0.058
H46 -8.621 -20.508 -8.983  0.368
H47 -9.793 -20.295 -7.622  0.337
H48 -10.130 -21.560 -8.929  0.281
H49 -7.975 -22.760 -9.302  0.729
H50 -9.343 -23.692 -8.714  0.112
H51 -7.415 -24.389 -6.725  -0.256
H52 -6.452 -23.942 -8.090  0.345
H53 -7.758 -25.236 -8.256  -0.492
H54 -9.518 -21.756 -5.601  0.509
H55 -9.133 -23.428 -5.986  -0.343
H56 -11.479 -21.727 -7.119  0.751
H57 -11.462 -22.904 -5.720  0.393
H58 -12.630 -24.480 -8.828  0.133
H59 -12.722 -22.701 -8.943  0.324
H60 -13.292 -23.450 -7.488  0.369
C25 -8.340 -30.932 -0.485  -0.793
C26 -7.350 -30.531 0.649  -0.501
N4 -6.063 -31.309 0.804  0.330
C27 -5.398 -30.715 1.980  -1.198
C28 -6.341 -32.784 1.089  -0.320
C29 -5.116 -33.631 1.389  -1.327
C30 -5.181 -31.084 -0.401  0.171
C31 -4.552 -29.713 -0.585  -1.094
O4 -5.562 -28.759 -0.950  0.041
C32 -5.194 -27.399 -0.633  -0.579
H61 -8.714 -31.993 -0.426  0.314
H62 -7.686 -30.642 -1.355  0.001
H63 -9.072 -30.186 -0.492  0.574
H64 -7.791 -30.698 1.589  0.588
H65 -7.078 -29.444 0.582  0.336
H66 -4.404 -31.153 2.158  0.386
H67 -6.068 -31.031 2.770  0.459
H68 -5.338 -29.630 1.821  0.497
H69 -6.995 -33.109 0.271  0.319
H70 -6.950 -32.741 2.023  0.408
H71 -5.374 -34.670 1.505  0.414
H72 -4.628 -33.272 2.260  0.389
H73 -4.483 -33.536 0.506  0.358
H74 -5.824 -31.123 -1.270  -0.729
H75 -4.333 -31.853 -0.408  0.553
H76 -3.821 -29.872 -1.377  0.170
H77 -4.017 -29.327 0.318  0.552
H78 -5.967 -26.642 -0.742  0.200
H79 -4.413 -27.032 -1.343  -0.006
H80 -4.681 -27.370 0.287  0.510
C33 -2.249 -26.544 -3.882  -1.502
C34 -3.208 -26.185 -4.996  0.973
N5 -2.667 -26.283 -6.390  1.499
C35 -3.817 -26.299 -7.400  -1.257
C36 -1.633 -25.151 -6.668  -0.233
C37 -2.315 -23.817 -6.852  -1.248
C38 -2.016 -27.609 -6.525  -1.034
C39 -1.677 -28.090 -7.930  -0.326
O5 -0.909 -27.194 -8.665  -0.428
C40 -0.802 -27.688 -9.970  -0.351
H81 -1.785 -27.563 -3.791  0.171
H82 -2.893 -26.465 -2.990  0.024
H83 -1.458 -25.806 -3.837  0.552
H84 -3.663 -25.174 -4.855  -0.088
H85 -4.033 -26.842 -4.966  -0.417
H86 -4.469 -25.465 -7.227  0.763
H87 -4.446 -27.231 -7.278  -0.363
H88 -3.431 -26.054 -8.403  0.300
H89 -1.236 -25.438 -7.609  0.281
H90 -0.914 -25.192 -5.830  0.458
H91 -1.580 -23.099 -7.151  0.572
H92 -2.710 -23.433 -5.874  0.237
H93 -3.052 -23.862 -7.598  0.240
H94 -2.693 -28.345 -6.011  0.305
H95 -1.140 -27.602 -5.882  0.614
H96 -2.562 -28.382 -8.492  -0.073
H97 -1.089 -29.054 -7.712  0.444
H98 -0.377 -26.909 -10.620  0.269
H99 -1.825 -27.930 -10.383  0.069
H100 -0.202 -28.623 -10.108  0.295
C41 -12.421 -33.671 -11.574  -1.310
C42 -12.785 -33.855 -10.117  -0.466
N6 -12.739 -32.569 -9.377  0.598
C43 -13.965 -31.765 -9.771  -1.301
C44 -12.971 -32.849 -7.921  0.046
C45 -14.249 -33.484 -7.459  -1.417
C46 -11.514 -31.701 -9.767  -0.434
C47 -10.173 -32.300 -9.413  0.176
O6 -9.970 -32.225 -8.049  0.279
C48 -8.804 -32.994 -7.638  -0.990
H101 -11.332 -33.622 -11.780  0.221
H102 -13.007 -32.867 -11.978  0.344
H103 -12.718 -34.605 -12.126  0.458
H104 -12.131 -34.629 -9.649  0.426
H105 -13.793 -34.211 -10.005  0.667
H106 -14.745 -32.502 -9.890  0.415
H107 -13.789 -31.245 -10.652  0.654
H108 -14.172 -31.081 -8.926  0.321
H109 -12.926 -31.795 -7.488  0.104
H110 -12.042 -33.411 -7.643  0.342
H111 -15.059 -32.705 -7.335  0.304
H112 -13.969 -33.788 -6.442  0.449
H113 -14.525 -34.328 -8.028  0.364
H114 -11.711 -30.722 -9.387  -0.333
H115 -11.672 -31.633 -10.847  0.549
H116 -9.405 -31.648 -9.903  -0.520
H117 -10.114 -33.341 -9.882  0.334
H118 -7.892 -32.650 -8.158  0.120
H119 -8.909 -34.085 -7.743  0.415
H120 -8.624 -32.775 -6.546  0.234
C49 -4.886 -29.728 -15.234  -1.476
C50 -5.836 -28.672 -14.689  0.675
N7 -6.889 -29.277 -13.677  0.172
C51 -7.631 -30.322 -14.422  -0.871
C52 -6.112 -29.803 -12.494  -1.516
C53 -6.911 -30.321 -11.333  0.040
C54 -7.939 -28.246 -13.195  -0.396
C55 -7.367 -27.002 -12.559  -1.191
O7 -7.048 -27.305 -11.243  1.460
C56 -6.518 -26.262 -10.533  -0.959
H121 -4.076 -29.975 -14.579  0.377
H122 -4.292 -29.268 -15.987  0.500
H123 -5.260 -30.666 -15.595  0.343
H124 -6.492 -28.219 -15.427  0.441
H125 -5.297 -27.901 -14.171  -0.313
H126 -7.038 -31.209 -14.630  0.421
H127 -7.940 -29.882 -15.368  0.393
H128 -8.536 -30.637 -13.833  0.220
H129 -5.447 -29.116 -12.114  0.494
H130 -5.558 -30.630 -12.947  1.155
H131 -6.234 -30.409 -10.484  -0.453
H132 -7.391 -31.260 -11.541  0.745
H133 -7.697 -29.620 -10.997  -0.703
H134 -8.606 -28.830 -12.507  0.038
H135 -8.444 -27.863 -14.092  0.519
H136 -8.020 -26.169 -12.723  0.615
H137 -6.395 -26.787 -12.990  0.063
H138 -7.208 -25.589 -10.079  0.253
H139 -5.800 -25.810 -11.218  -0.013
H140 -5.830 -26.664 -9.767  -0.079
C57 1.777 -21.162 -16.469  -1.422
C58 1.935 -22.565 -15.906  -0.402
N8 0.885 -22.967 -14.948  0.417
C59 1.263 -24.278 -14.392  -1.203
C60 0.909 -21.929 -13.832  -0.672
C61 0.114 -22.258 -12.576  -1.551
C62 -0.465 -23.057 -15.543  0.036
C63 -0.595 -24.155 -16.596  -0.821
O8 0.215 -23.790 -17.669  -0.260
C64 -0.068 -24.432 -18.889  -0.896
H141 0.972 -21.029 -17.164  0.376
H142 2.632 -20.887 -17.008  0.503
H143 1.820 -20.361 -15.702  0.326
H144 2.821 -22.695 -15.331  0.621
H145 2.014 -23.321 -16.691  0.436
H146 0.409 -24.805 -13.917  0.215
H147 2.243 -24.200 -13.885  0.433
H148 1.529 -24.896 -15.221  0.573
H149 0.578 -21.080 -14.367  0.461
H150 1.995 -21.761 -13.727  0.509
H151 0.595 -23.030 -12.066  0.464
H152 -0.928 -22.360 -12.894  0.358
H153 0.312 -21.414 -11.964  0.473
H154 -0.728 -22.087 -15.970  0.404
H155 -1.139 -23.354 -14.701  -0.260
H156 -1.593 -24.209 -16.937  0.738
H157 -0.251 -25.087 -16.194  0.217
H158 0.508 -23.873 -19.634  0.261
H159 -1.123 -24.383 -19.148  0.323
H160 0.306 -25.424 -18.770  0.358
As1 -6.583 -24.197 -3.361  2.104
F1 -6.767 -22.563 -2.733  -0.521
F2 -5.046 -24.421 -2.530  -0.505
F3 -6.403 -25.786 -3.986  -0.246
F4 -8.050 -24.139 -4.241  -0.406
F5 -5.713 -23.514 -4.727  -0.477
F6 -7.448 -24.873 -2.056  -0.508
N9 -4.123 -32.106 -3.521  -0.434
S1 -5.171 -33.261 -3.278  1.052
O9 -5.282 -33.499 -1.881  -0.422
O10 -5.142 -34.262 -4.313  -0.620
F7 -6.573 -32.491 -3.737  -0.275
S2 -3.572 -30.975 -4.439  0.957
O11 -2.388 -31.414 -5.134  -0.605
O12 -3.647 -29.673 -3.776  -0.292
F8 -4.830 -30.913 -5.428  -0.233
N10 -11.609 -27.167 -9.822  -0.088
S3 -12.885 -28.092 -9.764  1.077
O13 -13.207 -28.976 -10.830  -0.635
O14 -14.037 -27.354 -9.309  -0.640
F9 -12.501 -29.061 -8.577  -0.254
S4 -10.291 -27.687 -10.425  0.511
O15 -9.810 -27.090 -11.613  -0.734
O16 -10.045 -29.047 -10.266  -0.092
F10 -9.224 -27.035 -9.413  -0.086
N11 -1.935 -25.680 -13.704  -0.202
S5 -3.160 -25.136 -12.980  0.899
O17 -4.328 -25.920 -13.244  -0.805
O18 -3.278 -23.732 -13.024  -0.673
F11 -2.769 -25.431 -11.425  -0.139
S6 -1.843 -27.133 -14.301  1.213
O19 -2.405 -27.127 -15.584  -0.614
O20 -2.060 -28.170 -13.375  -0.480
F12 -0.198 -27.146 -14.603  -0.403
N12 -5.853 -29.553 -7.921  -0.500
O21 -6.659 -30.462 -7.693  0.212
O22 -4.822 -29.843 -8.605  -0.470
O23 -6.048 -28.485 -7.395  0.215